(1)
The following is a quantum chemistry calculation of a molecular structure, C49H29Cl4N5STe4Ti, from the Open Molecules 2025 dataset.

Last column: Löwdin charge in e.
CARTESIAN COORDINATES (ANGSTROEM)
Ti1 0.593 0.341 0.139  0.83
Cl1 -5.103 -1.584 -7.103  0.61
C1 -3.962 -1.337 -5.799  -0.68
C2 -3.043 -2.329 -5.502  -0.11
C3 -2.143 -2.127 -4.466  -0.03
C4 -2.157 -0.957 -3.707  -0.18
C5 -3.095 0.020 -4.039  -0.04
C6 -3.990 -0.154 -5.084  -0.11
C7 -1.189 -0.709 -2.607  -0.09
C8 -0.317 0.316 -2.761  -0.23
C9 -0.103 1.053 -4.008  0.00
C10 1.017 1.766 -3.875  0.00
C11 1.532 1.556 -2.525  -0.24
C12 2.670 2.097 -2.039  -0.11
C13 3.501 2.949 -2.933  -0.20
C14 4.249 2.388 -3.964  -0.02
C15 5.011 3.177 -4.815  -0.11
C16 5.027 4.546 -4.622  -0.68
Cl2 5.986 5.551 -5.686  0.61
C17 4.300 5.136 -3.602  -0.10
C18 3.542 4.332 -2.764  -0.02
C19 3.093 1.984 -0.670  -0.25
N1 2.358 1.320 0.301  -0.04
C20 2.953 1.646 1.511  -0.27
C21 2.435 1.237 2.794  -0.12
C22 2.959 1.936 3.997  -0.20
C23 4.236 1.681 4.491  -0.03
C24 4.712 2.336 5.617  -0.12
C25 3.894 3.256 6.251  -0.67
Cl3 4.489 4.086 7.672  0.61
C26 2.620 3.529 5.786  -0.09
C27 2.160 2.869 4.654  0.00
C28 1.505 0.275 2.957  -0.25
C29 1.152 -0.348 4.232  0.01
C30 0.555 -1.513 3.967  0.01
C31 0.392 -1.620 2.517  -0.23
N2 0.899 -0.464 1.921  -0.04
C32 -0.233 -2.618 1.855  -0.12
C33 -0.619 -2.518 0.469  -0.26
C34 -1.359 -3.464 -0.222  -0.06
C35 -1.714 -2.891 -1.449  -0.06
C36 -1.155 -1.622 -1.484  -0.24
N3 -0.460 -1.377 -0.309  0.01
C37 -0.590 -3.851 2.605  -0.19
C38 -1.914 -4.246 2.806  -0.05
C39 -2.217 -5.394 3.520  -0.10
C40 -1.186 -6.159 4.041  -0.68
Cl4 -1.563 -7.613 4.940  0.61
C41 0.135 -5.792 3.868  -0.11
C42 0.422 -4.642 3.146  -0.03
C43 4.055 2.455 1.298  -0.03
C44 4.155 2.656 -0.087  -0.04
N4 0.648 0.721 -1.828  -0.05
H1 -3.023 -3.239 -6.086  0.10
H2 -1.402 -2.886 -4.251  0.12
H3 -3.118 0.933 -3.457  0.13
H4 -4.711 0.614 -5.331  0.10
H5 -0.721 0.970 -4.886  0.11
H6 1.487 2.394 -4.616  0.11
H7 4.228 1.314 -4.099  0.12
H8 5.589 2.736 -5.616  0.10
H9 4.322 6.209 -3.472  0.10
H10 2.964 4.779 -1.964  0.13
H11 4.861 0.954 3.986  0.12
H12 5.701 2.134 6.006  0.10
H13 1.995 4.249 6.296  0.11
H14 1.169 3.075 4.267  0.13
H15 1.393 0.065 5.199  0.11
H16 0.196 -2.243 4.674  0.11
H17 -1.626 -4.444 0.139  0.10
H18 -2.326 -3.341 -2.212  0.09
H19 -2.705 -3.605 2.427  0.01
H20 -3.245 -5.688 3.688  0.10
H21 0.927 -6.399 4.287  0.10
H22 1.453 -4.345 2.995  0.12
H23 4.685 2.875 2.065  0.10
H24 4.885 3.255 -0.607  0.10
Te1 -3.095 4.867 2.765  -0.31
Te2 -5.483 4.795 4.024  -0.48
Te3 -2.931 2.180 2.348  -0.06
Te4 -0.659 2.716 0.847  0.18
S1 -3.587 -1.362 1.954  0.66
C45 -4.351 -1.332 0.476  -0.75
N5 -4.840 -2.493 -0.060  0.04
C46 -5.468 -2.602 -1.259  -0.10
C47 -5.692 -1.505 -2.015  -0.08
C48 -5.235 -0.254 -1.512  -0.07
C49 -4.589 -0.167 -0.322  -0.08
H25 -4.637 -3.325 0.476  0.13
H26 -5.751 -3.602 -1.554  0.12
H27 -6.171 -1.590 -2.979  0.10
H28 -5.400 0.646 -2.094  0.11
H29 -4.231 0.777 0.069  0.03

energy: -171954.58628 eV
ΔE to the lowest compared entry with this formula, charge and spin: 108.7 kJ/mol
2S+1: 1
LUMO level: 3.3005 eV
highest occupied orbital energy: -1.05 eV
gap between HOMO and LUMO: 0.15996 Ha
charge: -2

***

(2)
The following is a quantum chemistry calculation of 2 unconnected molecules or ions with the total composition C5H10O2, from the Open Molecules 2025 dataset.

Last column: Löwdin charge in e.
CARTESIAN COORDINATES (ANGSTROEM)
C1 -2.864 -0.613 0.047  -0.05
C2 -0.063 -0.726 -1.035  -0.11
O1 -0.074 0.414 -1.665  0.01
C3 0.475 -0.593 0.401  -0.23
C4 1.932 -0.107 0.398  -0.16
C5 2.091 1.387 0.365  -0.21
O2 1.268 2.160 -0.087  0.04
H1 -3.769 -1.207 -0.084  0.02
H2 -2.620 -0.540 1.112  0.02
H3 -3.011 0.389 -0.366  0.03
H4 -2.047 -1.101 -0.493  -0.03
H5 0.241 1.193 -1.136  0.07
H6 -0.142 0.065 1.032  0.11
H7 0.439 -1.588 0.855  0.10
H8 2.446 -0.507 -0.492  0.13
H9 2.488 -0.491 1.260  0.12
H10 3.032 1.788 0.780  0.13

energy: -9439.02960 eV
ΔE to the lowest compared entry with this formula, charge and spin: 387.2 kJ/mol
2S+1: 1
LUMO level: 0.4833 eV
highest occupied orbital energy: -8.17 eV
gap between HOMO and LUMO: 0.31814 Ha
charge: 0

***

(3)
The following is a quantum chemistry calculation of 2 unconnected molecules or ions with the total composition C5H8O2, from the Open Molecules 2025 dataset.

Last column: Löwdin charge in e.
CARTESIAN COORDINATES (ANGSTROEM)
C1 1.283 0.168 -1.490  -0.04
C2 -0.068 0.240 -0.882  -0.22
C3 -1.218 -0.337 -0.680  0.04
C4 -1.110 1.050 -0.181  -0.30
O1 -1.039 1.360 1.195  -0.06
H1 1.536 -0.862 -1.763  0.08
H2 1.291 0.775 -2.402  0.08
H3 2.063 0.565 -0.832  0.08
H4 -1.836 -1.220 -0.760  0.11
H5 -1.602 1.872 -0.701  0.13
H6 -1.329 0.581 1.695  0.06
C5 0.518 -1.047 1.689  -0.14
O2 -0.584 -1.396 2.043  -0.01
H7 0.853 -0.001 1.792  0.09
H8 1.238 -1.749 1.226  0.09

energy: -9406.19419 eV
ΔE to the lowest compared entry with this formula, charge and spin: 351.0 kJ/mol
SMILES string: CC1=C[C@H]1O.C=O
2S+1: 1
LUMO level: 0.5951 eV
highest occupied orbital energy: -9.43 eV
gap between HOMO and LUMO: 0.36854 Ha
charge: 0

***

(4)
The following is a quantum chemistry calculation of C20H28N6S in the gas phase, from the Open Molecules 2025 dataset.

Last column: Löwdin charge in e.
CARTESIAN COORDINATES (ANGSTROEM)
C1 -2.899 -2.695 0.933  -0.04
C2 -1.602 -2.479 0.217  -0.25
C3 -1.493 -2.842 -1.138  -0.05
C4 -0.323 -2.679 -1.824  -0.03
C5 0.802 -2.136 -1.180  -0.15
C6 2.046 -1.967 -1.820  0.06
C7 3.104 -1.436 -1.129  -0.15
C8 4.376 -1.296 -1.717  -0.21
N1 5.425 -1.206 -2.175  0.18
C9 2.894 -1.020 0.233  -0.30
N2 3.927 -0.487 0.928  0.06
C10 3.711 0.179 2.186  -0.16
C11 3.285 1.647 1.991  -0.20
N3 2.123 1.763 1.145  0.01
C12 2.240 1.880 -0.200  -0.88
S1 3.668 2.246 -0.961  0.64
N4 1.134 1.722 -0.954  0.00
C13 -0.226 1.549 -0.487  -0.19
C14 -1.142 1.303 -1.682  -0.15
C15 -2.537 0.755 -1.315  -0.20
N5 -3.465 1.611 -0.615  -0.28
C16 -3.759 2.858 -1.282  -0.11
C17 -3.242 1.788 0.800  -0.10
N6 1.739 -1.181 0.837  0.16
C18 0.703 -1.746 0.183  -0.18
C19 -0.518 -1.931 0.878  -0.18
C20 -0.608 -1.535 2.320  -0.03
H1 -3.282 -1.760 1.340  0.08
H2 -3.647 -3.109 0.262  0.08
H3 -2.763 -3.384 1.767  0.09
H4 -2.355 -3.263 -1.634  0.11
H5 -0.243 -2.969 -2.862  0.11
H6 2.163 -2.267 -2.853  0.14
H7 4.716 -0.169 0.380  0.11
H8 2.928 -0.371 2.711  0.11
H9 4.634 0.145 2.767  0.12
H10 4.090 2.206 1.507  0.07
H11 3.062 2.097 2.961  0.12
H12 1.296 1.294 1.488  0.12
H13 1.261 1.946 -1.930  0.11
H14 -0.272 0.683 0.182  0.10
H15 -0.542 2.440 0.071  0.12
H16 -1.246 2.222 -2.261  0.11
H17 -0.668 0.553 -2.320  0.11
H18 -2.409 -0.153 -0.722  0.10
H19 -3.025 0.470 -2.253  0.12
H20 -4.653 3.291 -0.834  0.08
H21 -3.958 2.664 -2.334  0.09
H22 -2.947 3.598 -1.205  0.08
H23 -2.472 2.535 1.043  0.08
H24 -4.178 2.115 1.258  0.09
H25 -2.957 0.836 1.243  0.07
H26 -0.899 -2.388 2.932  0.09
H27 0.358 -1.173 2.658  0.06
H28 -1.357 -0.755 2.465  0.07

energy: -40971.48366 eV
ΔE to the lowest compared entry with this formula, charge and spin: 0.0 kJ/mol
SMILES string: Cc1ccc2cc(C#N)c(NCCNC(=S)NCCCN(C)C)nc2c1C
2S+1: 1
LUMO level: -0.1969 eV
highest occupied orbital energy: -7.88 eV
gap between HOMO and LUMO: 0.28251 Ha
charge: 0

***

(5)
The following is a quantum chemistry calculation of 3 unconnected molecules or ions with the total composition C17H43BN2, from the Open Molecules 2025 dataset.

Last column: Löwdin charge in e.
CARTESIAN COORDINATES (ANGSTROEM)
B1 0.070 0.325 2.187  0.02
C1 1.226 -0.094 1.166  -0.38
C2 0.491 -0.924 0.024  -0.08
C3 2.270 -1.078 1.785  -0.23
C4 3.215 -0.425 2.823  -0.24
C5 4.538 -1.255 2.914  -0.12
H1 -0.349 1.440 2.088  0.03
H2 -0.403 -0.428 2.973  0.04
H3 1.698 0.805 0.742  0.11
H4 1.203 -1.428 -0.638  0.07
H5 -0.188 -0.243 -0.511  0.07
H6 -0.151 -1.657 0.545  0.08
H7 1.774 -1.977 2.187  0.12
H8 2.873 -1.441 0.929  0.10
H9 2.743 -0.465 3.819  0.11
H10 3.482 0.615 2.595  0.11
H11 4.857 -1.633 1.930  0.06
H12 4.406 -2.154 3.537  0.07
H13 5.314 -0.598 3.333  0.07
C6 5.525 0.664 -4.890  -0.09
C7 4.016 0.696 -5.085  -0.28
N1 3.312 -0.271 -4.263  -0.20
C8 1.927 -0.473 -4.658  -0.25
C9 0.967 0.714 -4.544  -0.09
C10 3.551 -0.179 -2.831  -0.25
C11 3.258 1.155 -2.141  -0.08
H14 5.914 -0.347 -5.025  0.08
H15 6.008 1.311 -5.624  0.07
H16 5.817 1.018 -3.900  0.06
H17 3.817 0.465 -6.136  0.12
H18 3.656 1.722 -4.919  0.10
H19 1.515 -1.315 -4.094  0.11
H20 1.926 -0.808 -5.701  0.11
H21 0.714 0.933 -3.507  0.05
H22 0.032 0.479 -5.058  0.07
H23 1.372 1.617 -5.003  0.07
H24 4.599 -0.432 -2.646  0.10
H25 2.991 -0.971 -2.327  0.10
H26 3.689 2.001 -2.680  0.07
H27 3.699 1.149 -1.141  0.07
H28 2.189 1.324 -2.016  0.05
C12 -7.158 0.136 3.652  -0.09
C13 -6.304 0.436 2.427  -0.28
N2 -4.947 0.830 2.759  -0.20
C14 -4.224 1.416 1.640  -0.25
C15 -3.954 0.527 0.425  -0.08
C16 -4.192 -0.111 3.574  -0.24
C17 -4.028 -1.537 3.046  -0.08
H29 -7.136 0.970 4.356  0.08
H30 -8.195 -0.023 3.351  0.07
H31 -6.826 -0.765 4.171  0.06
H32 -6.782 1.260 1.889  0.12
H33 -6.331 -0.432 1.752  0.10
H34 -3.272 1.821 1.998  0.11
H35 -4.787 2.291 1.298  0.11
H36 -3.183 -0.215 0.632  0.05
H37 -3.591 1.140 -0.404  0.07
H38 -4.852 0.013 0.080  0.07
H39 -4.669 -0.167 4.558  0.10
H40 -3.202 0.304 3.779  0.11
H41 -4.970 -1.967 2.700  0.07
H42 -3.656 -2.181 3.846  0.07
H43 -3.304 -1.590 2.234  0.05

energy: -21981.32036 eV
SMILES string: B[C@H](C)CCC.CCN(CC)CC.CCN(CC)CC
2S+1: 1
LUMO level: 0.2868 eV
highest occupied orbital energy: -8.08 eV
gap between HOMO and LUMO: 0.30747 Ha
charge: 0